[1]
Entry from the Open Molecules 2025 dataset: one molecule with the formula C3H8IN at a distorted geometry (the ωB97M-V functional and the def2-TZVPD basis).

Output
energy relative to the best compared isomer or geometry (same formula, charge and spin) = 44.3 kcal per mole
SMILES = CCN(C)I
calculated total energy = -471.4435 hartree
largest force on an atom = 0.0861 Eh/bohr
lowest unoccupied orbital energy (spin up / spin down) = -1.01 / -1.70 eV
E_HOMO (spin up / spin down) = -8.94 / -9.02 eV

Geometry as ORCA input:
```
! wB97M-V def2-TZVPD RIJCOSX def2/J DEFGRID3
* xyz 0 1
I -2.815 0.063 0.210
N -0.467 -0.696 -0.679
C 0.330 1.367 0.402
C 0.048 -1.566 0.245
C 0.236 0.503 -0.939
H -0.445 2.095 0.373
H 1.238 1.894 0.619
H 0.628 -1.055 1.035
H -0.571 -2.089 0.935
H -0.223 1.014 -1.766
H 0.201 0.664 1.144
H 1.150 0.114 -1.198
H 0.690 -2.307 -0.380
*
```



[2]
Entry from the Open Molecules 2025 dataset: a 2-piece molecular cluster, C4H7N5S overall at a distorted geometry (the ωB97M-V functional and the def2-TZVPD basis).

Output
energy relative to the best compared isomer or geometry (same formula, charge and spin) = 91.6 kcal per mole
calculated total energy = -828.4585 hartree
largest force on an atom = 0.0849 Eh/bohr
lowest unoccupied orbital energy = 0.25 eV
E_HOMO = -9.19 eV

Geometry as ORCA input:
```
! wB97M-V def2-TZVPD RIJCOSX def2/J DEFGRID3
* xyz 0 1
S 1.254 2.254 0.406
N -2.732 -0.925 -0.831
N -4.123 -0.725 0.754
N 1.219 0.241 -0.859
N -3.996 -1.050 -0.410
N -2.914 -0.349 1.179
C 1.816 -0.341 0.458
C 1.516 0.694 1.466
C 1.014 1.500 -1.081
C -2.036 -0.452 0.177
H -1.029 -0.175 0.070
H -2.767 0.060 2.138
H 2.859 -0.595 0.322
H 0.633 0.618 2.141
H 1.254 -1.285 0.614
H 1.154 -0.507 -1.625
H 2.370 1.026 2.231
*
```



[3]
Entry from the Open Molecules 2025 dataset: a 2-piece molecular cluster, C2H5NO overall at a distorted geometry (the ωB97M-V functional and the def2-TZVPD basis).

Output
energy relative to the best compared isomer or geometry (same formula, charge and spin) = 120.3 kcal per mole
calculated total energy = -209.0307 hartree
largest force on an atom = 0.0401 Eh/bohr
lowest unoccupied orbital energy (spin up / spin down) = -0.04 / 0.29 eV
E_HOMO (spin up / spin down) = -9.07 / -8.67 eV

Geometry as ORCA input:
```
! wB97M-V def2-TZVPD RIJCOSX def2/J DEFGRID3
* xyz 0 1
O 2.169 -0.575 0.089
N -0.606 0.830 -0.261
C -0.595 -0.543 -0.197
C 2.334 0.590 -0.035
H 0.484 -0.888 -0.019
H -0.690 1.251 0.663
H -1.160 -1.019 0.618
H 3.254 1.161 -0.053
H -0.861 -0.971 -1.167
*
```



[4]
Entry from the Open Molecules 2025 dataset: C19H35N2O5SSi2TeV as an isolated structure (the ωB97M-V functional and the def2-TZVPD basis).

Output
energy relative to the best compared isomer or geometry (same formula, charge and spin) = 0.0 kcal per mole
calculated total energy = -3420.1830 hartree
largest force on an atom = 0.0031 Eh/bohr
<S²> = 3.757
lowest unoccupied orbital energy (spin up / spin down) = 2.41 / 2.41 eV
E_HOMO (spin up / spin down) = -3.87 / -4.50 eV

Geometry as ORCA input:
```
! wB97M-V def2-TZVPD RIJCOSX def2/J DEFGRID3
* xyz -1 4
Te 1.383 -0.561 0.662
V -1.565 -0.963 -2.113
S 0.772 -1.168 -3.071
Si 0.042 -0.353 3.743
Si 4.518 0.550 0.636
O -2.695 -1.955 -3.625
O -2.027 -2.895 -1.118
O -1.387 -0.014 -0.205
O -4.722 -1.994 -4.597
O -2.497 1.213 1.311
N -0.934 0.805 -3.170
N -3.679 -0.614 -1.529
C -3.657 0.562 -0.660
C 0.677 0.638 2.293
C 4.590 0.226 -1.207
C -1.339 -1.489 3.193
C -1.363 2.037 -3.455
C -0.624 0.824 5.052
C 3.900 2.291 0.963
C -0.593 2.976 -4.103
C -4.185 -1.818 -0.845
C -3.906 -1.572 -3.787
C -4.348 -0.440 -2.825
C 6.263 0.408 1.342
C 1.164 1.347 -4.183
C -2.413 0.592 0.254
C 3.398 -0.696 1.454
C 0.323 0.434 -3.518
C 1.423 -1.376 4.512
C 0.703 2.609 -4.471
C -3.077 -2.619 -0.184
H -1.746 -2.064 4.029
H -0.980 -2.187 2.433
H 3.881 2.508 2.034
H -4.943 -1.550 -0.099
H -3.589 1.454 -1.287
H -3.479 -3.554 0.218
H 2.241 -0.743 4.867
H 3.334 -0.555 2.535
H -4.677 -2.448 -1.591
H 1.833 -2.083 3.787
H 6.943 1.123 0.870
H -0.152 1.218 1.884
H 0.156 1.507 5.399
H -0.987 3.961 -4.308
H -2.140 -0.887 2.758
H -2.375 2.271 -3.142
H 2.163 1.030 -4.447
H -4.563 0.652 -0.052
H 1.481 1.330 2.555
H 4.551 3.029 0.486
H -1.012 0.288 5.922
H -4.008 0.505 -3.256
H 2.889 2.426 0.572
H 1.051 -1.945 5.368
H 5.013 -0.761 -1.413
H 1.346 3.318 -4.980
H 6.672 -0.593 1.182
H 3.595 0.255 -1.658
H -1.434 1.425 4.632
H -2.604 -2.068 0.626
H 3.746 -1.718 1.284
H 5.218 0.968 -1.708
H 6.271 0.600 2.418
H -2.404 -3.274 -1.930
H -5.439 -0.423 -2.737
*
```



[5]
Entry from the Open Molecules 2025 dataset: a 6-piece molecular cluster, C27H56BClN8O8P overall at a distorted geometry (the ωB97M-V functional and the def2-TZVPD basis).

Output
energy relative to the best compared isomer or geometry (same formula, charge and spin) = 11.1 kcal per mole
calculated total energy = -2928.6373 hartree
largest force on an atom = 0.0366 Eh/bohr
lowest unoccupied orbital energy = -3.57 eV
E_HOMO = -10.98 eV

Geometry as ORCA input:
```
! wB97M-V def2-TZVPD RIJCOSX def2/J DEFGRID3
* xyz 1 1
Cl -1.949 0.819 2.591
P -0.403 -4.304 1.058
O 1.121 0.732 -3.058
O 3.055 0.327 5.130
O 1.716 4.216 3.300
O -3.040 -3.066 2.866
O 2.112 5.676 -2.453
O -0.801 -6.492 -1.360
O -3.534 -1.648 1.018
O -4.803 0.586 -5.790
N -1.072 -8.716 -1.693
N 1.695 -0.917 6.441
N -4.299 -0.451 -3.833
N 2.622 6.266 2.952
N 2.970 4.855 -4.389
N 0.924 -4.881 0.478
N -0.637 2.012 -2.466
N 1.483 -0.846 1.594
C -1.136 -1.641 1.855
C -5.474 -1.304 -3.912
C 2.968 4.859 -5.840
C -4.667 -0.919 1.516
C 1.157 2.129 0.764
C -0.352 1.321 -4.811
C 0.570 0.060 1.959
C -0.112 2.137 -0.062
C 1.168 -2.130 1.345
C -1.461 -7.516 -1.254
C -4.085 0.437 -4.825
C -3.403 -0.584 -2.701
C 3.892 3.978 -3.684
C 0.226 -8.833 -2.344
C 2.474 7.612 2.429
C 3.879 5.881 3.576
C 1.640 5.361 2.878
C 2.148 5.639 -3.670
C 0.126 1.327 -3.386
C 1.237 -1.306 7.762
C 2.666 -0.008 6.235
C -0.135 -2.540 1.471
C 1.105 -1.508 5.262
C -1.897 -9.901 -1.543
C 0.115 2.770 -1.445
C -0.775 -0.325 2.105
C 1.038 1.465 2.157
B -2.655 -2.134 1.951
H 2.438 -0.521 1.507
H 1.014 -8.518 -1.661
H 1.579 3.121 0.876
H 1.883 -2.008 4.680
H -1.451 -4.388 0.118
H 0.392 -9.865 -2.640
H -5.595 -1.367 1.171
H 0.260 -8.191 -3.224
H 1.484 7.739 1.997
H -2.828 -9.648 -1.040
H 3.083 0.413 7.163
H 2.726 3.863 -6.216
H 0.378 2.032 2.795
H 3.704 5.577 4.608
H 4.567 6.721 3.556
H -2.128 -10.321 -2.522
H 1.489 6.264 -4.296
H -0.933 0.428 -5.025
H -1.369 -10.650 -0.951
H 0.775 -5.255 -0.452
H 1.914 1.554 0.220
H 4.318 5.038 3.043
H 1.791 -0.760 8.522
H 0.505 1.309 -5.473
H 3.950 5.149 -6.215
H -3.651 -3.682 2.442
H 2.605 8.340 3.232
H 4.481 3.416 -4.403
H 1.176 2.767 -1.666
H -5.506 -1.960 -3.046
H 3.222 7.797 1.657
H -1.366 2.552 -2.905
H -4.689 -0.910 2.602
H -5.441 -1.902 -4.823
H 1.392 -2.375 7.913
H 0.175 -1.082 7.872
H 3.337 3.284 -3.050
H 2.228 5.564 -6.210
H -4.637 0.102 1.154
H 4.554 4.566 -3.049
H -0.868 2.703 0.481
H -3.172 1.040 -4.680
H -2.998 -1.597 -2.660
H -3.938 -0.381 -1.770
H 1.944 -2.811 1.022
H 0.677 -0.711 4.648
H -6.377 -0.693 -3.941
H 2.023 1.453 2.619
H -0.954 2.191 -5.061
H -0.524 1.147 -0.243
H 0.729 5.747 2.389
H -2.455 -7.528 -0.776
H -0.275 3.780 -1.461
H -2.578 0.120 -2.788
H -0.812 -4.921 2.255
H 0.333 -2.225 5.531
*
```



[6]
Entry from the Open Molecules 2025 dataset: C8H15O5P as an isolated structure at a distorted geometry (the ωB97M-V functional and the def2-TZVPD basis).

Output
energy relative to the best compared isomer or geometry (same formula, charge and spin) = 56.6 kcal per mole
calculated total energy = -1031.1519 hartree
largest force on an atom = 0.0848 Eh/bohr
<S²> = 2.008
lowest unoccupied orbital energy (spin up / spin down) = 0.72 / -4.13 eV
E_HOMO (spin up / spin down) = -5.40 / -9.64 eV

Geometry as ORCA input:
```
! wB97M-V def2-TZVPD RIJCOSX def2/J DEFGRID3
* xyz 0 3
P -1.935 -0.552 0.201
O -0.820 -0.649 -0.849
O 0.517 1.198 0.582
O -2.458 1.013 -0.049
O -3.142 -1.435 -0.384
O -1.593 -0.976 1.581
C 1.359 1.049 -0.609
C -2.731 1.843 1.018
C 1.320 -1.312 0.644
C 2.870 1.134 -0.618
C 0.648 -0.060 0.193
C -3.748 -1.302 -1.682
C 3.513 -0.095 0.039
C 2.677 -0.829 1.140
H 3.175 -1.737 1.284
H -3.612 2.525 0.754
H -4.729 -1.698 -1.753
H -2.907 1.510 2.130
H 3.668 -0.866 -0.715
H -2.947 -1.813 -2.334
H 0.943 -1.970 1.381
H -3.715 -0.273 -2.033
H -1.930 2.615 1.119
H 0.875 1.253 -1.557
H 1.302 -1.855 -0.284
H 4.416 0.153 0.589
H 2.667 -0.244 2.006
H 3.111 2.153 -0.175
H 3.203 1.217 -1.617
*
```